No. 1
Entry from OMol25: a structure of composition C31H36BaN8OPS7 (ωB97M-V with the def2-TZVPD basis set).

The geometry in XYZ format:
```
85
Properties=species:S:1:pos:R:3:forces:R:3:lowdin_spin:R:1
Ba 0.9548 -0.4989 1.3835 -1.16 -1.56 -1.76 0.157
C 1.0112 -0.3783 -3.4199 -0.10 -0.23 0.23 0.000
C 0.1751 0.7377 -4.0290 -0.04 0.32 0.12 0.000
S -0.0610 2.1399 -2.8879 -0.09 -0.12 -0.06 0.001
C -1.8000 2.5727 -3.2206 0.37 -0.02 0.03 0.000
C -2.8091 1.4924 -2.8776 0.07 -0.31 0.42 0.000
S -2.4172 0.7944 -1.2388 -0.18 0.24 0.04 0.001
C -3.9246 -0.1581 -0.9307 0.25 0.15 -0.15 0.002
C -3.9023 -1.5335 -1.5815 0.08 -0.25 0.21 0.002
S -2.6300 -2.6189 -0.8414 -0.02 0.08 -0.17 0.068
C -1.7902 -3.2491 -2.3280 -0.15 0.12 0.25 0.001
C -1.0706 -2.1987 -3.1591 0.23 0.18 0.26 0.001
S 0.1950 -1.3742 -2.1471 0.12 0.00 -0.25 0.001
H 1.8796 0.0223 -2.8953 0.11 0.00 -0.15 0.000
H 1.3558 -1.0492 -4.2106 0.11 0.05 0.00 0.000
H -0.8123 0.3748 -4.3136 0.05 -0.03 -0.07 0.000
H 0.6732 1.1235 -4.9213 -0.03 -0.12 -0.06 0.000
H -1.8839 2.8725 -4.2666 -0.13 0.06 0.03 0.000
H -1.9628 3.4453 -2.5864 -0.07 0.01 -0.05 0.000
H -2.8164 0.6938 -3.6260 -0.03 0.10 -0.05 0.000
H -3.8023 1.9345 -2.8170 -0.12 0.03 -0.10 0.000
H -4.7767 0.4210 -1.2897 -0.11 0.01 0.16 0.000
H -3.9827 -0.2436 0.1558 -0.12 0.03 -0.02 0.001
H -3.6961 -1.4508 -2.6490 -0.08 -0.01 -0.01 0.000
H -4.8697 -2.0225 -1.4471 -0.01 0.03 -0.09 0.001
H -2.5252 -3.7827 -2.9338 0.09 -0.04 -0.05 0.001
H -1.0690 -3.9665 -1.9293 -0.04 -0.07 -0.10 0.000
H -1.7682 -1.4539 -3.5502 -0.03 -0.06 0.02 0.000
H -0.5644 -2.6806 -4.0004 -0.06 -0.01 -0.03 0.000
N -0.9165 -4.7409 2.0683 0.63 1.58 -0.31 0.035
C -0.2068 -5.1979 0.9783 0.17 0.77 0.11 0.015
C -0.1407 -6.4348 0.3671 0.20 -0.48 -0.51 0.038
C 0.6971 -6.5535 -0.7478 -0.51 -0.08 0.67 0.002
C 1.4399 -5.4678 -1.2001 0.25 0.54 -0.04 0.001
C 1.3791 -4.2219 -0.5813 0.03 -0.16 0.12 0.000
C 0.5364 -4.0764 0.5226 -0.21 -1.03 -0.11 0.001
N 0.2669 -2.9807 1.3022 -1.46 -1.34 1.38 0.000
C -0.6273 -3.3888 2.2274 1.55 -2.53 -2.79 0.015
C -1.2418 -2.5705 3.1839 -2.29 0.94 2.98 0.009
C -2.2208 -2.9381 4.1253 1.07 1.37 -0.99 0.086
S -2.7088 -1.5369 5.0325 0.76 -0.56 -0.91 0.295
C -1.5702 -0.5851 4.1150 -0.78 -0.25 0.70 0.010
N -0.9034 -1.2335 3.2324 -0.05 -0.43 -0.10 0.001
H -1.5744 -5.2614 2.6144 -0.44 -0.34 0.39 0.109
H -0.7133 -7.2800 0.7319 0.04 0.10 -0.03 0.024
H 0.7799 -7.5099 -1.2513 -0.03 0.04 0.02 0.001
H 2.1015 -5.5940 -2.0498 -0.03 0.02 0.02 0.000
H 1.9677 -3.3838 -0.9254 0.05 -0.01 -0.05 0.000
H -2.6971 -3.8917 4.2754 -0.03 -0.22 0.09 0.107
H -1.4877 0.4770 4.2865 0.06 0.02 -0.08 0.001
O 0.9717 1.5018 2.1642 -0.14 3.61 1.67 0.001
N 1.6377 2.3102 2.9488 0.49 0.79 0.64 0.000
C 1.3794 3.6329 2.9260 -0.16 0.19 -0.08 0.000
C 2.1088 4.5304 3.6620 -0.07 0.05 -0.09 0.000
C 3.1446 4.0533 4.4677 0.02 -0.35 0.00 0.000
C 3.3722 2.6978 4.5240 -0.06 0.51 0.03 0.000
C 2.6119 1.7863 3.7665 -0.04 -0.60 -0.01 0.000
S 2.8634 0.1084 3.8043 0.16 0.09 0.16 0.004
H 0.5623 3.9200 2.2798 -0.01 -0.09 -0.03 0.000
H 1.8730 5.5823 3.5932 -0.03 -0.01 0.00 0.000
H 3.7580 4.7365 5.0410 -0.02 -0.01 0.03 0.000
H 4.1481 2.2810 5.1479 0.02 -0.03 -0.02 0.000
C 2.5137 3.9198 -0.5229 -0.10 -0.21 0.04 0.001
P 2.8202 2.0941 -0.4284 0.26 0.44 -0.29 0.000
C 4.3215 2.1458 0.6420 -0.14 -0.12 -0.09 0.001
C 3.6919 1.9477 -2.0521 -0.12 -0.08 0.14 0.001
H 3.4158 4.4564 -0.8291 0.00 0.02 0.02 0.000
H 2.1868 4.2895 0.4489 0.00 0.06 -0.02 0.000
H 1.7200 4.1025 -1.2485 -0.01 0.07 0.00 0.000
H 5.0343 2.8901 0.2765 -0.01 0.02 0.01 0.000
H 4.7893 1.1615 0.6301 0.02 0.00 0.07 0.000
H 4.0397 2.3810 1.6676 0.06 0.01 0.03 0.000
H 4.5024 2.6787 -2.1175 0.00 0.01 -0.04 0.000
H 2.9828 2.1242 -2.8636 0.02 0.03 -0.03 0.000
H 4.1121 0.9470 -2.1488 0.04 -0.04 -0.07 0.000
S 5.2899 -1.4842 -1.3622 0.50 -0.12 -0.33 0.000
C 3.9575 -1.1985 -0.4888 -0.51 -0.01 0.31 0.000
N 2.9871 -0.9778 0.1336 1.86 -0.63 -1.15 0.000
N -3.1615 1.7290 2.3736 0.08 0.08 -0.04 0.001
C -3.6499 2.6204 1.8183 -0.15 -0.18 0.06 0.002
C -4.2995 3.6813 1.1554 0.25 -0.04 0.23 0.000
C -4.0821 5.0060 1.5663 0.05 0.32 0.09 0.000
N -3.9173 6.1038 1.8976 0.02 -0.06 -0.01 0.000
C -5.2032 3.4262 0.1198 -0.26 -0.19 -0.42 0.000
N -5.9524 3.2203 -0.7417 0.11 -0.03 0.03 0.000
```
Forces are in eV/Å.

Expectation value of S²   0.7506
Relative energy (zero: lowest compared OMol25 entry of this formula, charge and spin)   0.989 eV
Charge   -2
2S+1   2

No. 2
Entry from OMol25: a cluster of 6 separate species, C31H46F5NO9 in total (ωB97M-V with the def2-TZVPD basis set).

The geometry in XYZ format:
```
92
Properties=species:S:1:pos:R:3:forces:R:3:mulliken_charge:R:1
O 1.2684 -0.3065 2.1255 0.17 -0.11 0.01 -0.547
C 0.9248 -0.0321 1.0045 -0.22 -0.23 0.14 -0.049
C -0.3762 -0.5260 0.4422 0.20 0.23 -0.06 -0.173
C -1.0659 0.3523 -0.2613 -0.41 0.26 -0.54 0.135
N -2.4053 0.1014 -0.7849 0.40 -1.27 0.89 0.372
C -3.2866 -0.3156 0.2123 -1.36 -1.03 -0.26 0.651
O -4.0601 -1.2265 0.1773 0.64 0.92 -0.13 -0.523
F -3.2236 0.5030 1.2418 0.22 0.38 0.47 -0.204
C -2.4380 -0.7220 -1.9575 -0.28 1.71 -2.93 0.535
O -2.4644 -0.2477 -3.0662 0.27 -0.93 2.09 -0.486
F -2.4461 -2.0251 -1.7771 0.19 0.03 0.52 -0.174
C -0.4827 1.7076 -0.4992 -0.09 0.27 -0.35 -0.254
O -1.1686 2.6943 -0.5792 -0.05 -0.02 -0.23 -0.462
C 0.9921 1.7166 -0.6226 -0.39 0.04 0.06 -0.503
C 1.6994 0.8694 0.1053 0.39 -0.10 0.10 0.539
C 3.1972 0.8179 0.0667 -0.06 -0.43 -0.13 -0.877
C 3.8314 -0.5158 0.4507 0.11 0.94 -0.13 -1.178
C 3.2577 -1.7257 -0.2323 1.97 0.20 0.99 1.054
F 4.2822 -2.5507 -0.5065 0.40 -0.67 -0.50 -0.323
F 2.6496 -1.4698 -1.3720 -0.87 0.15 -0.83 -0.303
F 2.4733 -2.4124 0.5747 -1.41 -0.58 0.25 -0.245
H -0.7209 -1.5195 0.6572 -0.09 -0.33 0.32 0.687
H 1.4391 2.4363 -1.2808 0.12 0.39 -0.12 0.540
H 3.4878 1.0453 -0.9502 0.06 0.16 -0.33 0.231
H 3.6352 1.5948 0.6729 0.07 0.27 0.39 0.461
H 4.8715 -0.4758 0.1612 0.34 0.06 -0.17 0.665
H 3.8270 -0.6513 1.5186 -0.25 -0.29 0.37 0.401
C 6.9390 -0.6952 -3.9674 0.08 0.08 0.00 -0.613
C 8.2998 -1.0393 -3.3666 -0.03 -0.13 0.01 -0.559
C 8.2237 -0.3542 -2.0094 0.01 0.15 -0.02 -0.490
O 6.8448 -0.3716 -1.6246 -0.04 0.02 -0.04 -0.357
C 6.0411 -0.7639 -2.7421 -0.08 -0.08 0.07 -0.048
H 6.6238 -1.3718 -4.7598 0.00 -0.03 0.02 0.367
H 6.9523 0.3198 -4.3708 -0.01 -0.01 0.00 0.278
H 8.3876 -2.1203 -3.2389 0.01 0.01 0.01 0.264
H 9.1434 -0.6978 -3.9637 0.00 0.03 0.00 0.351
H 8.5504 0.6892 -2.0739 0.05 -0.02 -0.01 0.271
H 8.8168 -0.8557 -1.2446 -0.05 -0.01 0.04 0.282
H 5.6740 -1.7777 -2.5579 -0.02 -0.01 -0.12 0.095
H 5.1819 -0.0938 -2.8203 -0.01 0.01 0.08 0.151
C -4.5750 4.9075 1.6470 -0.02 -0.10 -0.05 -0.541
C -3.2448 4.7089 0.9264 0.04 0.10 0.12 -0.226
C -3.6243 4.9978 -0.5175 -0.12 -0.09 -0.04 -0.282
O -4.6871 5.9571 -0.4711 0.02 -0.07 0.07 -0.451
C -5.1740 6.0687 0.8697 0.05 0.15 -0.01 -0.115
H -4.4752 5.1181 2.7101 -0.02 0.03 0.00 0.360
H -5.1985 4.0172 1.5331 -0.01 0.00 0.01 0.242
H -2.5177 5.4453 1.2783 0.01 -0.01 -0.01 0.252
H -2.8167 3.7188 1.0583 -0.01 -0.03 -0.03 0.081
H -3.9922 4.0960 -1.0186 0.07 -0.03 0.00 0.195
H -2.7975 5.4030 -1.1008 -0.03 0.03 -0.03 0.251
H -4.8417 7.0310 1.2752 -0.05 -0.02 0.09 0.121
H -6.2647 6.0545 0.8630 -0.01 0.02 -0.06 0.091
C 4.3561 -5.9333 3.0915 0.08 0.08 0.06 -0.657
C 3.8539 -5.0885 1.9248 -0.05 -0.12 -0.05 -0.114
C 5.0218 -5.1810 0.9510 0.13 -0.03 0.12 -0.259
O 5.6299 -6.4583 1.1723 -0.05 0.03 0.03 -0.451
C 5.1127 -7.0395 2.3711 -0.07 -0.05 -0.11 -0.507
H 3.5620 -6.3130 3.7325 -0.01 -0.01 -0.01 0.366
H 5.0424 -5.3484 3.7085 0.00 -0.01 0.01 0.290
H 2.9615 -5.5455 1.4922 -0.02 0.02 -0.03 0.102
H 3.6107 -4.0653 2.1973 0.01 0.04 0.02 0.203
H 5.7684 -4.4056 1.1538 -0.05 0.06 -0.03 0.229
H 4.7206 -5.1026 -0.0929 0.01 -0.05 -0.01 0.223
H 4.4451 -7.8639 2.0971 -0.01 -0.01 0.07 0.270
H 5.9372 -7.4436 2.9596 0.04 0.00 -0.05 0.299
C -0.9451 -5.3950 -3.7722 0.01 0.11 -0.08 -0.597
C 0.4045 -6.0049 -3.4135 -0.05 -0.15 0.01 -0.597
C 0.7778 -5.2106 -2.1729 -0.04 0.11 0.05 -0.064
O -0.4498 -4.8664 -1.5201 0.05 0.00 -0.12 -0.396
C -1.5465 -5.1406 -2.3976 -0.04 -0.19 0.02 -0.210
H -1.5669 -6.0397 -4.3912 -0.01 -0.01 0.01 0.373
H -0.8012 -4.4497 -4.3013 -0.01 -0.01 0.00 0.271
H 0.2839 -7.0614 -3.1634 0.01 0.00 0.00 0.282
H 1.1483 -5.9260 -4.2049 0.00 0.02 0.00 0.360
H 1.2978 -4.2885 -2.4410 0.11 0.08 -0.03 0.078
H 1.4044 -5.7736 -1.4838 0.02 -0.01 0.11 0.166
H -2.0742 -6.0273 -2.0295 -0.03 0.01 -0.02 0.285
H -2.2356 -4.2997 -2.3918 -0.01 0.02 0.07 0.091
C -9.3313 7.7021 2.8479 0.00 -0.07 -0.13 -0.567
C -9.7810 6.6091 3.8102 -0.03 0.07 0.12 -0.517
C -8.5269 5.7542 3.9150 0.10 -0.09 -0.10 -0.441
O -7.4136 6.6372 3.7430 -0.17 0.06 -0.09 -0.377
C -7.8826 7.9041 3.2658 0.08 0.02 0.15 -0.350
H -9.9209 8.6152 2.9126 0.01 0.01 0.02 0.345
H -9.3785 7.3378 1.8190 0.00 0.02 0.00 0.267
H -10.0218 7.0440 4.7830 -0.01 -0.02 0.00 0.263
H -10.6477 6.0476 3.4652 0.01 -0.01 -0.02 0.327
H -8.4931 4.9981 3.1229 -0.06 -0.03 0.02 0.263
H -8.4386 5.2502 4.8779 0.07 0.00 0.00 0.284
H -7.8013 8.6266 4.0850 -0.03 0.07 -0.06 0.294
H -7.2500 8.2377 2.4424 0.07 -0.05 0.03 0.231
```
Forces are in eV/Å.

2S+1   1
Structure (SMILES)   O=C1C=C(N(C(=O)F)C(=O)F)C(=O)C=C1CCC(F)(F)F.C1CCOC1.C1CCOC1.C1CCOC1.C1CCOC1.C1CCOC1

Going through the records in order, we get total energy values of -4870.4197, -2439.9805 Eh.